This record from OMol25 describes a structure of composition C25H45N5OP2Y. The level of theory is wB97M-V/def2-TZVPD.

## Properties
Total charge: +1
Molecular weight in g mol⁻¹: 582.5
HOMO (spin up / spin down) in Eh: -0.2721 / -0.2790
Energy above the lowest of the compared OMol25 structures with the same formula, charge and spin in eV: 0.1263
Energy in Ha: -2049.5490
Frontier orbital gap (spin up / spin down) in hartree: 0.1734 / 0.1955

Last column: Mulliken charge in e.
CARTESIAN COORDINATES (ANGSTROEM)
Y  -0.10135  -0.87392  1.44389  0.01
N  2.34381  -0.76476  0.77365  -0.17
C  3.10025  0.10363  1.70247  -0.55
C  2.37404  1.42834  1.88439  -0.74
N  0.97712  1.25366  2.32240  0.09
C  0.72707  1.42905  3.76880  -0.70
C  0.94755  0.14995  4.55476  -0.67
N  0.06911  -0.91715  4.03261  -0.53
H  2.81656  -1.65994  0.67906  0.26
H  2.34154  -0.35517  -0.15970  -0.07
H  4.11657  0.29654  1.35062  0.48
H  3.18300  -0.42522  2.65268  0.30
H  2.36067  1.95290  0.92628  0.32
H  2.93273  2.05745  2.58382  0.35
H  0.40408  1.93989  1.84196  0.22
H  -0.31385  1.74223  3.87861  0.32
H  1.35510  2.22506  4.18082  0.43
H  0.76658  0.34995  5.61367  0.44
H  1.98258  -0.18414  4.46855  0.31
H  -0.89712  -0.69741  4.27469  0.24
H  0.27740  -1.79814  4.48810  0.20
C  1.14422  -4.76381  0.85267  -1.60
P  0.06452  -3.43546  0.18923  1.34
C  -1.47253  -4.39947  -0.06085  -1.25
C  0.70555  -3.20855  -1.52493  0.65
C  1.42979  -4.21344  -2.16502  -0.50
C  1.89211  -4.04871  -3.46139  -0.94
C  1.62676  -2.87030  -4.14056  -0.90
C  0.90454  -1.86368  -3.51877  -0.66
C  0.43892  -2.01021  -2.21245  0.12
P  -0.51151  -0.67339  -1.37456  1.45
C  -2.24565  -0.94974  -1.89076  -1.17
C  -0.12577  0.82384  -2.36920  -1.37
H  2.18849  -4.44841  0.86145  0.38
H  1.06154  -5.69929  0.29837  0.45
H  0.83863  -4.94785  1.88257  0.42
H  -1.30314  -5.20687  -0.77379  0.41
H  -2.29020  -3.77676  -0.41704  0.28
H  -1.76762  -4.82931  0.89722  0.43
H  1.64217  -5.14249  -1.65388  0.27
H  2.45544  -4.84032  -3.93745  0.41
H  1.98095  -2.73090  -5.15344  0.45
H  0.71290  -0.95349  -4.07130  0.41
H  -2.34244  -0.88674  -2.97527  0.42
H  -2.87154  -0.18691  -1.42423  0.40
H  -2.59959  -1.92460  -1.56302  0.21
H  -0.36458  0.65248  -3.42101  0.47
H  2.00063  0.46598  -2.37762  0.65
H  -0.83179  1.58062  -2.01477  0.64
N  -5.86966  3.64534  2.43944  -0.40
C  -5.57599  2.44895  3.06580  0.38
O  -6.27299  2.03133  3.97905  -0.65
C  -4.37434  1.74127  2.62078  0.70
C  -3.40642  2.25356  1.71936  -1.12
C  -2.30961  1.51646  1.39199  -0.52
N  -2.05610  0.24604  1.87516  0.25
C  -3.00502  -0.24026  2.76349  -0.50
C  -4.11444  0.44666  3.13964  -0.93
H  -6.77775  4.01250  2.67585  0.27
H  -5.58799  3.77461  1.48316  0.17
H  -3.49981  3.24385  1.29219  0.30
H  -1.58433  1.90328  0.67868  0.38
H  -2.83883  -1.25153  3.12943  0.56
H  -4.82135  0.01209  3.83301  0.48
C  1.69851  2.21979  -4.48280  -1.78
C  1.75532  2.51848  -2.98472  1.99
C  3.19907  2.83796  -2.59390  -1.83
C  0.86539  3.71994  -2.66190  -1.81
C  1.31008  1.29296  -2.16663  0.26
H  2.09058  3.06415  -5.05187  0.48
H  0.67757  2.04339  -4.82668  0.34
H  2.30362  1.34420  -4.73263  0.34
H  3.57579  3.69304  -3.15637  0.45
H  3.85724  1.98902  -2.79627  0.40
H  3.27326  3.08125  -1.52986  0.36
H  1.24151  4.61718  -3.15586  0.48
H  0.84497  3.91869  -1.58644  0.30
H  -0.16088  3.56628  -2.99928  0.38
H  1.43836  1.54453  -1.10415  -1.15


This record from OMol25 describes a structure of composition C26H24BrN3O3PbS4 in a non-equilibrium geometry. The level of theory is wB97M-V/def2-TZVPD.

## Properties
Total charge: -2
Molecular weight in g mol⁻¹: 841.9
HOMO (spin up / spin down) in Eh: 0.0094 / 0.0259
Energy above the lowest of the compared OMol25 structures with the same formula, charge and spin in eV: 0.0000
Energy in Ha: -5754.2404
Frontier orbital gap (spin up / spin down) in hartree: 0.1525 / 0.1357

Last column: Mulliken charge in e.
CARTESIAN COORDINATES (ANGSTROEM)
Pb  -1.16224  0.37291  0.96877  1.33
C  1.20656  -2.63889  1.85657  -1.36
C  1.03146  -1.78909  0.62507  0.19
N  0.73836  -0.53199  0.77627  0.07
N  1.13026  0.39061  -0.30183  -0.62
C  0.38786  1.20141  -1.04263  0.57
S  -1.37954  1.58751  -1.18813  -0.61
S  1.41476  2.12111  -2.22333  -0.25
C  1.31916  0.88321  -3.54683  -0.40
C  2.68816  0.36681  -3.93643  -0.13
C  3.45796  0.99151  -4.92593  -0.36
C  4.72006  0.49231  -5.25923  -0.53
C  5.22466  -0.63229  -4.60513  -0.33
C  4.47256  -1.25229  -3.60983  -0.65
C  3.21626  -0.74909  -3.27503  0.10
C  0.81546  -2.48199  -0.65513  0.79
C  1.60466  -3.52709  -1.14293  -0.36
C  1.20546  -4.16909  -2.30983  -0.76
C  0.02906  -3.76689  -2.94413  -0.55
C  -0.75094  -2.72919  -2.40773  -0.79
C  -0.39234  -2.05659  -1.23313  0.09
O  -1.05324  -1.10669  -0.67713  -0.74
H  1.93996  -2.16539  2.51637  0.35
H  1.55496  -3.64789  1.61927  0.48
H  0.25056  -2.70579  2.38357  0.10
H  0.85336  1.35821  -4.41823  0.50
H  0.67126  0.03941  -3.28873  -0.03
H  3.07346  1.87601  -5.42663  0.36
H  5.31076  0.98861  -6.02243  0.34
H  6.20636  -1.01809  -4.85903  0.34
H  4.85526  -2.11839  -3.07943  0.39
H  2.63246  -1.21149  -2.48013  0.41
H  2.50936  -3.81539  -0.62523  0.44
H  1.80136  -4.97249  -2.72513  0.35
H  -0.29654  -4.24909  -3.85883  0.37
H  -1.66474  -2.41709  -2.90993  0.38
C  -2.82014  5.08241  1.38937  -1.58
C  -2.06004  3.80881  1.59667  0.58
S  -2.42504  2.43651  0.60067  -0.30
C  -1.09294  3.63201  2.51287  0.66
C  -0.60294  4.66291  3.48347  -1.44
S  -0.36214  2.05701  2.55377  -0.34
H  -3.56634  5.01311  0.58957  0.31
H  -2.13834  5.89711  1.12077  0.33
H  -3.35604  5.36281  2.30317  0.33
H  -1.12524  5.61891  3.37747  0.40
H  0.46426  4.86511  3.33567  0.24
H  -0.75284  4.33111  4.51737  0.26
Br  -4.85054  -0.12699  0.65347  -0.14
C  -3.93704  -0.47869  2.28117  0.54
C  -4.67304  -0.93099  3.36717  -0.58
C  -4.00184  -1.18709  4.55547  -0.34
C  -2.62684  -0.98209  4.61247  -0.80
C  -1.94804  -0.52429  3.47857  0.87
N  -2.60744  -0.27199  2.30857  0.05
C  -0.43804  -0.30049  3.54517  0.19
O  0.14526  -0.54619  4.65337  -0.87
O  0.12436  0.11571  2.48537  -0.68
H  -5.74284  -1.08249  3.29677  0.36
H  -4.53534  -1.54199  5.43087  0.37
H  -2.07244  -1.17329  5.52797  0.43
H  -2.62074  -0.65419  0.65477  -0.29


This record from OMol25 describes a structure of composition C45H40N5O4P2PbS2. The level of theory is wB97M-V/def2-TZVPD.

## Properties
Total charge: -1
Molecular weight in g mol⁻¹: 1048.1
HOMO in Eh: -0.1915
Energy in Ha: -3985.6419
Frontier orbital gap in hartree: 0.2724

Last column: Mulliken charge in e.
CARTESIAN COORDINATES (ANGSTROEM)
Pb  0.13482  -0.63643  -0.74558  1.07
N  0.41412  -4.96774  -2.99270  -0.44
C  0.08640  -3.93429  -2.16282  0.48
S  1.27464  -2.68066  -2.08531  -0.52
N  -1.05669  -4.10399  -1.54002  -1.01
N  -1.39592  -3.09917  -0.69106  0.97
C  -2.39146  -3.34374  0.08163  -0.13
C  -3.14830  -4.63059  0.07721  -0.26
C  -3.91904  -5.01332  -1.01608  0.02
C  -4.64205  -6.19474  -0.98512  -0.70
C  -4.59480  -7.01458  0.13559  -0.36
C  -3.82498  -6.64198  1.22687  -0.73
C  -3.11063  -5.45189  1.19803  0.15
C  -2.82651  -2.29413  1.03856  -0.01
C  -4.11158  -2.32013  1.58335  -0.81
C  -4.49223  -1.31249  2.45250  -0.57
C  -3.58957  -0.30764  2.75660  -1.30
C  -2.33172  -0.36446  2.17357  -0.41
N  -1.95285  -1.33079  1.34537  0.59
H  1.16020  -4.82604  -3.64854  0.23
H  -0.31199  -5.63132  -3.20240  0.23
H  -3.93520  -4.38352  -1.89573  0.41
H  -5.23879  -6.48231  -1.84174  0.38
H  -5.15449  -7.94113  0.15556  0.38
H  -3.77927  -7.27671  2.10286  0.39
H  -2.51412  -5.15547  2.05280  0.49
H  -4.79705  -3.11309  1.31972  0.49
H  -5.48619  -1.31244  2.88284  0.41
H  -3.83968  0.49850  3.43286  0.55
H  -1.58923  0.39827  2.38183  0.64
C  1.73330  2.98327  1.22467  -1.68
N  2.49972  2.55123  2.38042  0.50
C  2.96893  1.17943  2.33001  -1.60
P  1.71150  -0.18239  2.09438  1.54
C  0.89479  -0.31892  3.73271  -0.09
C  0.79129  0.73821  4.63132  -0.20
C  0.07083  0.59974  5.81314  -0.69
C  -0.55784  -0.59843  6.11165  -0.72
C  -0.45852  -1.66333  5.22189  -0.68
C  0.25758  -1.52165  4.04638  -0.39
C  2.92145  -1.56507  2.26264  0.70
C  3.26895  -2.31755  1.14539  -0.26
C  4.17813  -3.36346  1.25611  -0.69
C  4.75575  -3.66072  2.47918  -0.50
C  4.42637  -2.90561  3.59927  -0.78
C  3.51617  -1.86757  3.48915  -0.49
C  2.80812  3.40086  3.42687  1.87
C  2.44606  4.75949  3.39138  -0.78
C  2.74097  5.61479  4.43687  -0.63
C  3.41108  5.17217  5.56843  -0.71
C  3.78777  3.83940  5.61277  -0.81
C  3.50253  2.96920  4.57311  -0.54
P  -0.09672  2.68474  1.44758  1.50
C  -0.65233  4.19345  2.33480  0.12
C  -0.96738  4.08247  3.68479  -0.36
C  -1.31841  5.20372  4.42619  -0.58
C  -1.37055  6.44657  3.81534  -0.56
C  -1.08551  6.56419  2.45893  -0.65
C  -0.73405  5.44426  1.72361  -0.38
C  -0.75749  3.05068  -0.21615  0.33
C  0.02707  3.32179  -1.33266  -0.09
C  -0.57359  3.53003  -2.57077  -0.77
C  -1.95026  3.48708  -2.70008  -0.48
C  -2.74292  3.21842  -1.58690  -0.66
C  -2.14939  2.99318  -0.35905  -0.64
H  2.07623  2.40629  0.36222  -0.23
H  1.93873  4.02801  0.98608  0.83
H  3.52204  0.92406  3.22789  0.47
H  3.63484  1.03925  1.47058  0.41
H  1.27476  1.68430  4.42006  0.39
H  0.00794  1.43584  6.49944  0.47
H  -1.11975  -0.70621  7.03097  0.37
H  -0.94792  -2.60371  5.44283  0.43
H  0.31791  -2.35408  3.35328  0.45
H  2.86054  -2.07186  0.17630  0.15
H  4.43176  -3.93659  0.37355  0.46
H  5.46504  -4.47510  2.56368  0.37
H  4.87638  -3.12728  4.55928  0.40
H  3.25248  -1.29924  4.37498  0.25
H  1.91278  5.16331  2.54757  0.27
H  2.42975  6.64960  4.35674  0.39
H  3.63617  5.84458  6.38503  0.38
H  4.32150  3.45425  6.47368  0.38
H  3.83078  1.94682  4.67660  0.37
H  -0.91777  3.10995  4.16156  0.25
H  -1.54492  5.10528  5.48038  0.41
H  -1.64083  7.32375  4.38998  0.38
H  -1.13661  7.53220  1.97585  0.41
H  -0.51625  5.53859  0.66512  0.41
H  1.10925  3.32256  -1.27851  0.41
H  0.05526  3.69671  -3.43485  0.42
H  -2.41027  3.64356  -3.66808  0.36
H  -3.82082  3.16978  -1.68279  0.38
H  -2.76879  2.76766  0.50291  0.36
O  2.93175  2.14076  -1.76282  -0.74
S  2.56071  0.74550  -1.99398  1.28
O  3.46057  0.01996  -2.86211  -0.70
O  1.13134  0.66955  -2.49507  -0.76
O  2.44528  0.04122  -0.63341  -0.63


This record from OMol25 describes a structure of composition C20H47Br6O12P3 in a non-equilibrium geometry. The level of theory is wB97M-V/def2-TZVPD.

## Properties
Total charge: -1
<S²>: 0.75
Molecular weight in g mol⁻¹: 1051.9
HOMO (spin up / spin down) in Eh: -0.0636 / -0.2197
Energy in Ha: -18161.5439
Frontier orbital gap (spin up / spin down) in hartree: 0.1307 / 0.2869
2S+1: 2

Last column: Mulliken charge in e.
CARTESIAN COORDINATES (ANGSTROEM)
C  0.11366  -1.90803  -0.98253  0.55
Br  -0.81066  -0.65893  0.32335  -0.32
Br  0.59385  -3.72703  -0.35865  -0.32
Br  1.62221  -0.88568  -1.85445  -0.25
H  -0.63293  -1.93773  -1.77614  -0.50
C  -3.34081  -2.99026  -2.97791  -0.23
Br  -2.64206  -1.58130  -4.14678  -0.03
Br  -2.97889  -4.81141  -3.74658  -0.04
Br  -5.27186  -2.77854  -2.76358  -0.08
H  -2.87030  -2.85850  -2.00356  0.32
C  5.54426  0.50410  -5.38056  -1.09
C  5.07962  -0.48638  -6.38152  -0.37
O  3.92474  -1.10840  -5.79303  -0.18
P  3.67724  -2.68314  -6.11959  0.68
O  3.47746  -3.01334  -7.55125  -0.77
O  4.97677  -3.40056  -5.47351  -0.34
C  5.18854  -3.37116  -4.07599  0.23
C  6.03079  -4.57577  -3.65362  -1.38
O  2.37029  -2.95939  -5.16127  -0.02
C  1.79648  -4.22901  -5.07706  -0.39
C  0.47958  -4.09899  -4.37571  -0.62
H  6.61330  0.60704  -5.56670  0.31
H  4.96248  1.40001  -5.59730  0.33
H  5.40714  0.19440  -4.34452  0.29
H  4.72911  0.00161  -7.29097  0.36
H  5.79775  -1.24609  -6.69013  0.36
H  5.70089  -2.43318  -3.86202  0.16
H  4.24806  -3.35343  -3.52527  0.25
H  6.97809  -4.67395  -4.18379  0.33
H  6.37047  -4.51471  -2.61970  0.39
H  5.54078  -5.51557  -3.90810  0.31
H  1.52258  -4.55303  -6.08109  0.30
H  2.52536  -4.91333  -4.64284  0.32
H  -0.16613  -4.96879  -4.49660  0.34
H  0.58161  -3.92770  -3.30410  0.00
H  -0.02103  -3.26396  -4.86583  0.22
C  -10.31193  2.27132  3.48896  -0.92
C  -8.74455  2.28868  3.65087  -0.34
O  -8.18401  0.98949  3.64065  -0.28
P  -7.84512  0.29119  2.21638  0.84
O  -8.39746  0.98016  1.00754  -0.69
O  -6.21990  0.16960  2.21993  -0.31
C  -5.50318  -0.02739  1.04350  -0.27
C  -4.01948  0.17918  1.38335  -0.99
O  -8.32962  -1.30197  2.34318  -0.33
C  -9.70457  -1.65954  2.52563  -0.25
C  -9.99106  -1.86595  4.00420  -1.01
H  -10.77123  1.84748  4.38199  0.27
H  -10.68747  3.28063  3.32058  0.36
H  -10.55444  1.59757  2.66716  0.22
H  -8.28038  2.93087  2.90238  0.35
H  -8.62518  2.74150  4.63516  0.34
H  -5.68090  -1.07162  0.78640  0.24
H  -5.87709  0.62937  0.25804  0.34
H  -3.82315  -0.50338  2.21019  0.32
H  -3.40817  0.02807  0.49365  0.20
H  -3.81181  1.17629  1.77160  0.28
H  -10.32085  -0.86751  2.10020  0.27
H  -9.96627  -2.61763  2.07656  0.37
H  -10.79244  -2.60449  3.98251  0.38
H  -9.11122  -2.37953  4.39177  0.28
H  -10.17806  -1.06394  4.71828  0.27
C  5.03343  5.97805  1.68145  -0.88
C  4.81908  5.78345  3.21163  -0.43
O  5.28617  4.51574  3.67001  -0.24
P  4.28055  3.22971  3.67661  0.86
O  3.08006  3.34944  4.53749  -0.71
O  4.01056  2.94996  2.08439  -0.17
C  3.00116  1.95820  1.90570  -0.34
C  2.94327  1.67016  0.38644  -0.91
O  5.29870  2.07710  4.22770  -0.32
C  5.92875  2.09806  5.49844  -0.38
C  6.87506  3.26876  5.78503  -0.90
H  4.67899  6.96076  1.37042  0.36
H  6.09155  5.92678  1.42484  0.27
H  4.48614  5.20519  1.14176  0.19
H  5.30365  6.61445  3.72422  0.34
H  3.77616  5.80164  3.52798  0.34
H  3.35270  1.01244  2.31809  0.26
H  2.04592  2.31487  2.29094  0.37
H  2.22037  0.86054  0.28628  0.12
H  2.57200  2.54926  -0.14030  0.29
H  3.93568  1.40876  0.01918  0.33
H  5.16276  1.90098  6.24846  0.30
H  6.44449  1.13872  5.54064  0.32
H  7.55045  3.01887  6.60325  0.40
H  7.51779  3.54132  4.94795  0.23
H  6.32574  4.14888  6.11929  0.25